Computed, not measured: a 28-piece molecular cluster, C85H158N14O61PS13 overall in a non-equilibrium geometry, with ωB97M-V/def2-TZVPD.

Structure (XYZ):
```
332
Properties=species:S:1:pos:R:3:forces:R:3
S -25.279560 -21.701590 -13.776220 -0.28 -1.01 -1.38
S -33.014430 -14.081260 -24.033660 0.14 0.73 0.39
S -33.814210 -13.785560 -19.264120 -1.65 -0.91 -0.89
S -26.223990 -11.833990 -25.468460 0.08 -0.16 1.41
S -19.073410 -14.126500 -13.419710 -3.20 1.08 0.88
S -25.122950 -21.765940 -19.226130 0.09 -2.74 0.35
S -27.635400 -15.779800 -25.344350 2.02 1.00 -0.12
S -20.307260 -18.650620 -23.428660 0.90 -2.44 1.20
S -29.721970 -25.939120 -23.712090 -0.75 -0.10 -4.02
S -24.373810 -14.556170 -12.179930 -1.43 -1.01 -0.89
S -31.929830 -19.195490 -23.509790 -0.79 0.26 -0.48
S -20.532910 -20.103020 -15.106030 1.39 -1.17 -2.08
S -17.804740 -12.281550 -24.255150 1.57 -0.66 -1.21
P -26.354740 -14.984890 -20.071850 -1.36 2.00 -0.35
O -32.719060 -15.358050 -23.395060 -0.73 2.45 -1.94
O -20.753510 -15.139930 -19.606980 -3.62 -0.85 -1.13
O -19.861700 -13.301400 -14.452760 3.16 -3.67 3.17
O -24.856860 -23.101900 -18.180780 -0.29 0.63 -0.48
O -16.942370 -12.301710 -25.470070 -2.30 0.25 3.73
O -28.681870 -14.849650 -24.909800 2.02 -1.77 -1.77
O -23.850160 -21.846540 -12.861110 -2.80 -3.37 -2.19
O -19.147860 -11.736510 -24.354600 2.12 -0.79 0.51
O -20.142160 -21.341720 -14.071220 -0.29 0.55 -1.40
O -33.208000 -19.438670 -18.441850 0.42 -1.12 -0.05
O -31.999920 -10.666540 -29.583630 -1.56 0.00 -0.65
O -31.747190 -20.380570 -22.722800 0.51 0.96 -1.04
O -26.211480 -14.932850 -25.777750 -1.16 -0.51 0.85
O -27.636290 -12.079040 -25.817690 3.69 0.63 0.82
O -29.826810 -24.341000 -23.269730 -1.92 -2.68 -1.06
O -25.504550 -12.657540 -24.457460 -1.87 1.92 -2.63
O -23.482670 -21.622680 -19.502490 -3.37 0.81 0.01
O -26.326780 -22.729030 -13.529280 3.54 2.54 -0.72
O -29.979970 -26.815820 -22.637820 -0.06 0.05 0.86
O -20.081560 -14.729090 -12.250190 0.33 1.48 -0.23
O -19.810950 -17.145320 -23.531310 -1.02 -0.83 2.94
O -19.781670 -19.464300 -22.288240 -1.02 2.77 -3.01
O -19.431090 -19.096280 -24.789760 -1.58 0.40 1.49
O -19.428370 -19.702190 -16.041840 -3.17 -1.96 2.66
O -33.093190 -12.892150 -23.175170 -0.36 -2.36 -2.06
O -35.224010 -13.458390 -19.054610 2.52 -0.14 -0.60
O -31.745910 -8.372460 -21.962980 -0.34 0.41 -0.68
O -25.847270 -22.266520 -20.391390 1.66 0.99 1.61
O -33.100830 -12.706470 -20.353020 -0.62 -2.86 0.29
O -27.728040 -16.272470 -26.940370 -2.32 -1.13 0.80
O -24.881240 -13.815740 -13.555530 4.71 -0.49 1.68
O -25.779000 -20.383680 -12.961230 -1.06 -0.70 -4.20
O -30.603570 -18.886270 -24.483440 0.23 -0.25 2.87
O -23.883030 -17.747010 -28.351070 -1.14 0.32 1.04
O -16.952370 -11.690480 -22.909260 -0.68 -0.55 -2.64
O -32.549790 -18.047700 -22.850780 1.65 -1.66 -1.60
O -24.245990 -16.011180 -12.412970 -0.33 3.11 0.51
O -21.098390 -19.028560 -14.349720 -0.16 -0.83 -0.26
O -34.245170 -14.202160 -25.129310 -0.41 -0.25 2.28
O -25.856720 -14.206730 -11.505640 2.70 -0.42 1.22
O -17.849540 -13.840940 -23.659380 -1.08 1.74 -1.30
O -18.744680 -15.714410 -13.912770 0.58 4.40 -3.47
O -23.468520 -8.991410 -22.493930 0.33 1.45 -1.63
O -23.770800 -12.256990 -19.039660 -2.25 -1.14 -3.12
O -27.323510 -16.837070 -24.360560 -0.43 1.75 -2.83
O -33.007690 -13.320410 -17.968700 0.60 0.69 -1.16
O -24.787520 -21.399390 -15.151010 -1.65 -0.70 3.55
O -21.740870 -21.032070 -15.874370 1.00 1.61 0.70
O -30.812850 -23.885610 -19.599370 3.42 -0.19 2.79
O -25.973280 -10.277360 -25.056080 -0.97 -0.93 0.60
O -32.751610 -19.593200 -24.846830 0.08 0.00 0.46
O -28.098160 -25.909520 -23.983710 -1.55 0.36 0.54
O -30.448540 -26.242360 -24.994570 2.27 1.77 3.78
O -25.362390 -11.690110 -26.837670 -1.07 -1.05 0.55
O -21.748000 -18.646360 -23.600770 2.22 -0.07 -0.19
O -25.713640 -20.710300 -18.449250 1.46 -0.91 -0.97
O -18.084340 -13.426220 -12.605970 -0.80 -1.50 -2.35
O -32.004670 -13.765680 -25.246580 1.87 -0.35 0.13
O -28.846990 -15.097970 -17.027420 2.24 0.94 -0.28
O -23.317320 -13.831330 -11.536010 -1.43 -0.73 -0.79
O -33.484270 -15.165650 -19.579220 -0.08 2.53 0.15
N -34.649160 -18.794600 -19.970030 -0.75 -0.74 -0.25
N -23.442100 -11.018870 -21.597380 -0.57 0.13 1.23
N -32.218230 -24.667670 -21.005820 -3.30 -3.79 -4.44
N -28.842510 -6.739480 -24.259580 -0.32 1.80 -2.88
N -27.728970 -20.066480 -25.489930 -3.08 -1.30 0.39
N -21.993100 -18.612100 -28.704140 3.56 -2.15 -2.91
N -28.059570 -9.556280 -18.866730 0.13 -0.89 1.94
N -30.398110 -19.586430 -15.836600 -0.14 -0.61 -0.92
N -19.137160 -14.023270 -18.702790 0.89 -1.63 0.26
N -30.496160 -15.437100 -15.665840 -2.33 0.31 3.17
N -30.047710 -11.416620 -30.405040 0.40 -0.76 -2.07
N -21.706350 -11.310000 -18.660520 -1.31 -0.43 1.26
N -32.573760 -7.992590 -24.078100 0.11 0.63 0.10
N -19.937380 -10.291850 -20.808880 0.14 1.19 1.51
C -27.574660 -24.608510 -23.701440 1.30 0.99 -0.62
C -28.202730 -18.948450 -15.208060 -0.17 -0.56 0.21
C -25.366330 -14.480160 -21.566660 -0.07 -1.21 0.83
C -24.863710 -16.488190 -18.149860 0.19 -0.75 1.63
C -27.713550 -20.102370 -28.219680 2.82 0.79 -1.67
C -28.518240 -20.468040 -17.048220 -0.11 -0.51 0.34
C -23.476840 -20.616100 -12.370160 -2.46 0.41 1.04
C -27.673280 -7.580970 -22.444360 1.70 0.90 0.47
C -30.295190 -16.809990 -17.579290 -1.25 -0.61 -0.36
C -30.973160 -18.109240 -25.598600 -0.87 -0.84 -0.20
C -23.358430 -11.648450 -16.805290 1.74 0.61 -0.35
C -18.776120 -16.832110 -24.417210 -0.41 -0.63 -1.68
C -35.439330 -20.076370 -17.932130 -0.49 0.12 -1.16
C -19.621380 -8.922170 -22.738310 0.42 1.73 1.26
C -21.465550 -22.453630 -15.759650 1.49 1.18 -0.23
C -26.838830 -14.410620 -12.460410 -1.34 1.42 -0.89
C -20.226040 -9.941140 -22.058810 0.20 -1.44 -0.18
C -26.711130 -5.822540 -23.786900 0.32 -0.29 -0.75
C -18.694820 -8.119020 -22.003180 -0.42 -1.22 -1.19
C -22.995060 -11.738810 -18.322630 2.28 0.63 3.42
C -26.769840 -19.473490 -26.157240 0.77 -1.29 -0.15
C -20.269830 -16.133800 -12.223810 -0.36 -0.48 -1.25
C -28.597800 -23.859290 -22.852790 1.14 0.13 0.78
C -18.859730 -16.521260 -19.071900 0.43 1.83 1.11
C -24.323010 -9.148370 -20.305470 -1.11 0.66 -0.25
C -30.151810 -8.308250 -17.422810 0.28 0.22 -1.31
C -26.614080 -19.622440 -27.528190 -0.38 1.61 0.34
C -28.585540 -11.277430 -22.697660 0.27 -0.95 -0.15
C -30.201830 -8.471810 -18.839120 -0.71 0.60 1.54
C -22.849840 -22.893310 -19.326900 0.30 0.50 -0.59
C -24.388350 -10.685990 -26.750820 1.08 1.53 0.51
C -33.269430 -9.937390 -22.890590 -0.88 0.37 0.56
C -27.705100 -19.744920 -16.234690 0.94 1.27 0.91
C -32.799050 -11.503850 -19.687030 -0.71 -1.30 2.32
C -28.768980 -20.578300 -27.573080 -2.60 -1.37 1.66
C -34.026120 -13.540970 -26.362950 0.94 0.64 -0.23
C -29.582570 -18.902040 -15.035340 0.25 -0.75 -0.50
C -23.775310 -23.917360 -18.664190 0.16 1.10 -0.83
C -32.225970 -12.141840 -18.281180 -0.22 2.15 -0.61
C -26.599240 -6.714830 -22.745620 -1.07 -0.75 0.61
C -23.700520 -9.691970 -21.545730 1.00 -0.61 -0.29
C -24.008410 -16.436410 -16.835890 0.82 -0.42 -0.23
C -32.587010 -22.455370 -20.267770 -0.51 0.54 -0.95
C -27.999470 -9.418110 -17.512540 -1.36 2.07 -1.31
C -32.582980 -12.941210 -26.241010 -2.13 0.59 -0.18
C -18.270780 -18.220800 -24.921560 -1.90 0.30 0.80
C -27.620990 -11.966120 -21.722940 0.25 0.57 -1.19
C -28.300180 -13.006460 -20.813140 0.54 2.00 -1.75
C -23.301290 -14.621570 -22.790980 -0.04 1.44 -0.86
C -28.829070 -7.470190 -23.194990 0.87 -1.06 1.04
C -22.904900 -18.316800 -27.865250 -3.30 2.99 2.99
C -32.461100 -8.671520 -22.920150 0.70 -1.35 0.77
C -27.304160 -13.451440 -19.783010 -1.76 -0.67 1.83
C -26.243720 -13.831940 -13.766840 0.52 -1.12 -1.29
C -19.025090 -16.636700 -12.960070 0.03 -0.51 2.47
C -29.819650 -15.754920 -16.715570 1.46 1.12 -2.44
C -18.291720 -8.497040 -20.726520 -1.39 -0.93 -0.60
C -19.072590 -9.527930 -20.120430 1.11 0.55 -1.16
C -24.071880 -15.301690 -21.721890 -1.94 0.19 0.23
C -19.693390 -15.227840 -19.096960 2.40 0.27 -1.07
C -27.526240 -16.390740 -20.474020 0.14 0.34 -1.76
C -21.957690 -15.187100 -22.899100 0.53 -0.10 -0.02
C -26.789650 -17.721610 -20.683080 -0.10 -0.64 0.48
C -30.151490 -10.918230 -28.189170 0.21 0.44 2.58
C -17.534930 -13.940150 -22.285900 2.77 0.52 0.13
C -25.564520 -15.683450 -26.815090 -0.87 -0.72 -1.35
C -29.180000 -9.137770 -19.472670 0.40 0.08 0.23
C -31.755220 -23.747130 -20.294960 -0.28 5.16 2.62
C -29.002720 -8.682890 -16.803460 1.71 -2.32 0.06
C -30.851210 -10.998720 -29.458990 -0.30 0.26 1.64
C -17.201100 -12.509700 -21.784290 -2.40 0.18 0.87
C -25.408170 -15.101570 -18.506970 1.34 -1.04 -0.89
C -20.899740 -22.565960 -14.367420 -0.66 -0.02 0.75
C -27.480140 -18.864830 -21.465230 -0.86 -0.30 0.71
C -24.942900 -20.071330 -11.954800 2.72 0.76 2.83
C -27.805480 -5.952440 -24.634000 -0.48 -0.75 1.45
C -32.408020 -18.662580 -25.876390 -0.98 1.89 -0.12
C -28.779930 -20.643900 -26.173560 2.53 0.88 -0.50
C -23.685670 -17.774180 -16.102260 -0.84 0.88 -0.90
C -26.689590 -15.912530 -27.928280 1.52 1.03 3.89
C -24.776140 -9.677010 -25.576210 -0.53 -1.47 -1.55
C -28.820870 -19.277800 -20.857010 0.32 0.22 0.31
C -29.886830 -20.373390 -16.812570 0.17 1.13 -0.02
C -22.620670 -18.474680 -26.380030 0.55 -2.23 -0.30
C -34.353830 -19.504310 -18.858600 0.10 1.82 1.70
H -19.097240 -16.897130 -18.076710 -0.09 -0.95 -0.25
H -19.935730 -8.665180 -23.739080 0.12 0.01 -0.02
H -26.775080 -12.583750 -19.388940 0.98 -0.19 -0.57
H -33.826960 -18.471740 -20.459790 -0.37 0.41 -0.18
H -32.598180 -11.892240 -25.945160 -0.35 -0.02 0.86
H -30.553620 -11.710450 -31.228340 0.88 -0.11 -0.41
H -19.049010 -17.617900 -13.434190 -0.19 0.13 0.23
H -23.126090 -24.435750 -17.958570 -0.85 0.25 1.00
H -23.715540 -14.627880 -23.799180 -0.91 -0.27 0.18
H -28.877180 -8.610300 -15.733240 -0.08 0.18 0.13
H -32.330020 -11.478030 -17.422910 -0.21 0.09 -0.18
H -33.265000 -8.271540 -24.759640 0.28 0.19 0.17
H -18.939450 -9.699960 -19.062570 0.06 -0.49 0.11
H -21.842080 -19.236160 -26.334740 0.51 -0.01 0.00
H -20.322750 -16.559470 -11.221760 0.13 0.58 0.13
H -25.125140 -8.715220 -25.952060 0.46 0.02 0.14
H -21.219320 -16.308600 -12.729800 0.05 -0.44 -0.14
H -25.770640 -19.115900 -27.973640 0.16 -0.36 -0.40
H -22.969710 -11.474700 -22.364950 -0.32 0.29 0.17
H -22.057760 -22.550210 -18.661320 0.60 -0.91 -0.42
H -29.633430 -17.646280 -17.353920 -0.57 -0.46 -0.40
H -32.068400 -21.524040 -20.040250 0.30 -0.42 0.33
H -29.907090 -11.848650 -27.676640 0.37 -0.43 -0.66
H -27.048370 -11.147070 -21.287770 -0.41 -0.12 1.49
H -18.949790 -17.189050 -19.928660 -0.59 0.09 0.37
H -27.291380 -24.137800 -24.642860 -0.49 0.13 -0.19
H -23.384010 -19.047850 -25.853840 -0.59 0.81 0.04
H -28.636700 -11.966690 -23.540520 -0.26 0.57 -0.50
H -30.821590 -10.487140 -27.445370 0.31 0.75 -0.15
H -26.407060 -12.784350 -14.019730 -1.15 -0.11 0.34
H -17.573010 -18.556960 -24.154600 0.78 -0.30 -0.91
H -29.114240 -11.673280 -30.117180 -0.28 -0.33 -0.78
H -16.542290 -14.388810 -22.324340 -0.15 -0.87 0.43
H -26.660730 -17.966160 -19.628720 0.65 -1.18 -0.26
H -19.404190 -16.312230 -25.140640 1.16 0.49 -0.76
H -25.451800 -20.585780 -11.139650 1.24 -0.22 0.98
H -25.890520 -14.609350 -17.662480 -0.46 -0.12 -0.32
H -30.101930 -18.331300 -14.279740 0.25 0.15 0.30
H -25.646030 -17.242730 -18.067680 -0.14 0.08 0.18
H -30.987910 -8.004030 -19.413280 -0.27 -0.41 -0.15
H -18.271410 -7.269650 -22.518640 0.33 0.02 0.09
H -25.674580 -6.723170 -22.187660 -0.04 -0.17 0.23
H -16.402940 -12.397210 -21.050550 0.27 -0.38 -0.48
H -28.021250 -16.219570 -21.429930 0.31 1.00 -0.46
H -25.990490 -19.106110 -25.506050 0.23 0.55 -0.18
H -25.314990 -9.598390 -20.344910 -0.16 -0.36 1.00
H -34.158190 -14.312270 -27.121720 0.37 0.11 -0.12
H -24.075880 -24.698690 -19.362240 -0.56 0.30 -0.12
H -33.696870 -10.140630 -23.872470 0.02 -0.49 0.23
H -32.855060 -10.805290 -22.377610 0.66 0.22 -0.75
H -26.791080 -12.366950 -22.304900 -0.29 -0.57 -0.35
H -24.630450 -18.209650 -15.776920 0.15 -0.36 0.17
H -23.401330 -11.086640 -26.519780 -0.11 -0.37 -0.05
H -23.792070 -9.204930 -19.355200 -0.09 -0.60 -0.18
H -24.656570 -15.275500 -27.259300 -0.19 0.76 0.64
H -22.374070 -23.042110 -15.887710 -0.03 0.38 -0.06
H -23.045930 -20.118490 -13.238950 0.46 0.98 0.79
H -29.612050 -11.175170 -22.345640 -0.02 0.09 0.40
H -21.042700 -11.233750 -17.902980 -0.27 0.32 -0.06
H -22.410000 -11.925180 -16.344850 -0.08 0.03 0.67
H -25.833940 -17.655140 -21.202980 0.24 0.67 0.44
H -24.493740 -14.554660 -18.736760 -0.11 0.68 -0.01
H -17.377080 -8.085620 -20.325800 -0.39 0.30 0.64
H -23.565330 -10.622380 -16.501180 0.06 0.10 -0.15
H -24.563660 -8.098120 -20.470280 0.42 0.06 -0.14
H -32.153170 -12.781930 -27.229950 0.92 -1.45 0.14
H -34.728980 -12.734430 -26.571700 -0.24 -0.14 0.42
H -24.329740 -15.713560 -16.086000 -0.43 0.16 -0.15
H -27.185170 -15.441190 -12.382530 -0.13 0.13 -0.74
H -29.702740 -8.066110 -22.975950 -0.17 0.05 0.12
H -28.421060 -16.469660 -19.856620 0.60 0.12 0.88
H -27.598210 -13.649300 -12.282000 -0.56 -0.70 0.75
H -25.087420 -13.426500 -21.577370 -0.07 0.10 1.03
H -26.063080 -14.462260 -22.404700 -0.06 -0.79 -0.26
H -18.100360 -12.122150 -21.305490 -0.08 0.16 0.20
H -18.242620 -14.529110 -21.702460 -0.19 0.40 -0.17
H -23.258460 -13.558780 -22.552770 0.01 0.18 0.18
H -27.859720 -5.466690 -25.597070 -0.22 0.20 0.03
H -23.030980 -16.103830 -17.185350 0.14 0.53 0.12
H -31.397960 -15.856530 -15.489920 0.25 0.10 0.22
H -27.011360 -14.982640 -28.397170 0.10 -0.15 -0.09
H -26.636500 -19.713880 -16.388080 0.16 -0.41 -0.02
H -20.303990 -23.453440 -14.153940 0.39 0.35 -0.31
H -28.789570 -13.766960 -21.421610 0.39 -0.40 -0.06
H -21.492330 -19.481970 -28.591550 0.43 0.26 -0.07
H -22.623620 -23.239520 -20.335390 0.88 0.03 0.28
H -27.990920 -21.142360 -17.706720 -0.72 -0.03 -0.59
H -27.528210 -8.255980 -21.613860 -0.34 -0.19 0.05
H -27.129260 -9.723400 -16.950460 0.28 -0.29 -0.37
H -28.732160 -22.778140 -22.886820 0.80 0.02 -0.51
H -30.548050 -20.781270 -17.562780 -0.55 -0.37 0.44
H -29.239880 -10.347910 -28.367530 0.04 0.13 0.62
H -23.176250 -18.439670 -16.799200 -0.07 -0.25 0.13
H -25.308550 -16.653010 -26.387870 0.10 -0.16 -0.31
H -27.888160 -13.652100 -18.884800 -0.15 -0.73 0.33
H -36.455100 -20.044530 -18.326220 0.04 -0.22 -0.60
H -30.284060 -16.519210 -18.629730 0.41 0.02 0.12
H -28.342690 -24.102100 -21.821250 -0.62 -0.16 0.32
H -33.470860 -22.545190 -19.636230 0.34 -0.30 0.58
H -20.699050 -22.648860 -16.509630 -0.16 -0.46 -0.19
H -32.707990 -24.290530 -21.804570 -0.47 -1.13 -0.06
H -29.402930 -18.385320 -20.627270 -0.44 -0.08 -0.21
H -26.843450 -19.747380 -21.403390 0.35 0.09 -0.02
H -35.594510 -18.532480 -20.210250 0.40 -0.15 -0.23
H -35.561520 -19.452180 -17.046940 0.81 -0.27 0.21
H -21.298120 -11.281040 -19.583890 -0.21 -0.04 -0.46
H -18.211710 -16.493940 -12.248640 0.18 -1.05 0.44
H -33.787700 -11.051680 -19.608240 0.22 0.74 0.79
H -23.716470 -11.481220 -20.742370 0.40 -0.99 -0.22
H -29.502400 -21.261500 -25.660720 -0.11 0.39 0.41
H -23.949970 -9.634600 -24.866450 -0.47 0.21 0.32
H -30.149260 -14.704690 -15.063080 -0.18 -0.12 -0.18
H -22.211290 -16.200130 -23.211440 1.17 -0.36 0.30
H -25.859260 -5.181440 -23.959220 -0.14 0.26 -0.40
H -26.239420 -14.435230 -14.674650 -1.56 -0.19 -0.01
H -30.897410 -7.903980 -16.754200 -0.49 0.39 -0.65
H -24.140610 -16.877210 -18.866720 -0.31 0.15 -0.55
H -24.324720 -10.193370 -27.721060 -0.20 -0.04 0.07
H -22.894640 -20.947350 -11.510260 0.49 1.20 -0.03
H -27.684390 -20.185340 -29.296090 0.04 0.18 -0.17
H -28.657080 -19.777010 -19.901990 -0.04 -0.10 0.07
H -29.563530 -20.980190 -28.184280 -0.35 -0.19 0.28
H -21.779190 -22.629790 -13.726640 0.24 0.41 0.46
H -32.152720 -7.076650 -24.140400 0.01 -0.09 -0.14
H -22.187170 -17.677210 -25.776520 -0.67 0.45 -0.55
H -26.341640 -16.683880 -28.615350 -0.80 -0.37 0.33
H -18.160010 -18.299070 -26.003080 1.28 0.27 0.38
H -23.036000 -17.574950 -15.250000 -0.11 -0.06 -0.03
H -28.197800 -10.289450 -22.945950 -0.14 -0.16 -0.47
H -32.611340 -19.060030 -26.870770 0.41 -0.55 0.32
H -31.352820 -16.910400 -17.335520 0.04 -1.20 -0.14
H -23.585570 -15.297530 -20.746400 0.58 0.36 -0.07
H -24.911420 -19.018720 -11.673510 -0.21 0.20 -0.71
H -20.913760 -10.642880 -22.507160 -0.08 0.30 -0.48
H -32.006360 -25.646670 -20.876260 0.38 0.30 -0.41
H -29.372990 -19.955290 -21.508360 -0.10 0.15 0.05
H -33.087160 -17.817350 -25.764780 -0.21 0.07 -0.07
H -30.923880 -17.055030 -25.326030 -0.28 0.04 -0.24
H -18.276830 -14.143660 -18.187570 -0.30 0.87 0.51
H -21.362490 -14.671320 -23.652630 0.18 -0.15 -0.04
H -35.178840 -21.118290 -17.746030 -0.02 0.21 0.47
H -17.818840 -16.212910 -18.974000 0.25 -0.14 -0.15
H -31.159890 -12.348700 -18.374910 -0.13 -0.54 -0.23
H -22.365540 -18.397480 -29.618100 0.52 -0.35 -0.44
H -33.080830 -22.251920 -21.217950 0.22 -0.13 -0.48
H -34.075480 -9.709380 -22.193170 -0.55 0.20 -0.19
H -24.271180 -16.362190 -21.875950 -0.03 -0.03 -0.53
H -19.895760 -13.397630 -18.472140 0.56 0.47 0.34
H -30.316960 -18.344570 -26.436530 0.27 0.02 0.31
H -29.151400 -12.405860 -20.492520 -0.05 -0.35 1.21
H -32.171030 -10.853110 -20.295490 0.47 -0.40 0.33
H -18.013370 -16.213680 -23.944090 -0.18 -0.16 -0.15
H -21.536430 -15.043220 -21.904140 0.72 -0.82 -0.17
H -27.636910 -18.704200 -22.531870 0.29 0.63 -0.02
H -26.630240 -24.690240 -23.163410 -0.16 -0.39 0.21
H -24.133520 -12.282220 -16.374390 -0.04 -0.20 -0.87
H -27.474900 -18.579780 -14.500440 -0.20 0.66 0.06
H -29.262500 -9.367130 -20.524810 0.08 0.22 -0.24
```
Forces are in eV/Å.

Its molecular weight is 2800.1 g mol⁻¹. As for the largest force on an atom: 0.131 hartree/bohr. The net charge is +1. The calculation puts the frontier orbital gap at 8.5492 eV.